(1)
14
Properties=species:S:1:pos:R:3:forces:R:3 method="wB97M-V/def2-TZVPD" gap_ha=0.356 total_charge=0 smiles="F[C@@H]1[C@@H]2C=CC[C@H]12" e_lumo_ev=1.10 largest_force_ev_per_a=5.84
F -1.57268 -0.27729 -1.27053 0.6 0.0 -0.3
C -1.41519 0.39533 -0.09705 -1.5 0.7 2.4
C -0.08577 1.09694 0.36333 -1.9 -0.8 -2.2
C 1.01888 0.97081 -0.58508 1.9 0.1 -0.1
C 1.30824 -0.33986 -0.66879 0.2 -0.6 -0.9
C 0.29199 -1.21064 0.21070 5.6 -1.5 0.8
C -0.45736 -0.18733 0.97725 -1.7 -0.4 -4.7
H -2.48795 0.64830 0.25243 2.2 0.3 -0.4
H -0.25033 2.02804 0.70915 -0.6 2.8 1.9
H 1.56987 1.93870 -0.96315 -1.2 -2.4 0.4
H 2.07424 -0.80325 -1.37521 -1.1 0.6 1.2
H -0.04420 -2.04800 -0.42568 -1.0 0.8 0.4
H 0.93541 -1.76862 1.01466 -0.7 0.7 -1.5
H -0.88515 -0.44311 1.85796 -0.8 -0.2 2.9


(2)
18
Properties=species:S:1:pos:R:3:forces:R:3 method="wB97M-V/def2-TZVPD" gap_ha="0.262 / 0.246" total_charge=+1 e_lumo_ev="-6.36 / -6.38" largest_force_ev_per_a=4.00
C 2.91415 -0.95526 -0.45968 0.9 -0.1 2.0
C 2.10553 -0.24633 0.51957 1.8 1.9 -0.5
C 2.79580 -2.24437 -0.88638 -4.0 -0.1 0.6
C 0.29291 -2.82078 0.31402 1.7 0.6 -1.2
C 0.70195 -0.44020 0.90611 0.5 0.7 0.0
C -0.01189 -1.75861 0.98070 1.3 -0.6 0.4
N 4.12575 -0.37711 -0.58986 1.3 1.9 -1.4
N 2.73549 0.94048 0.88466 -2.8 -2.2 -0.1
N -1.52512 1.48571 -0.52863 -0.6 2.0 1.0
F 0.04700 -3.98747 -0.04757 -0.1 -0.2 0.2
S 4.14674 1.02450 0.17749 0.4 -1.9 -0.4
H 3.14408 -2.61165 -1.82532 1.1 -0.4 -0.2
H 0.70507 0.12667 1.80481 -0.8 0.0 1.3
H 0.20715 0.24530 0.23118 -0.9 0.1 -0.5
H -0.60312 -2.03001 1.85528 -0.6 0.4 -0.1
H -2.40375 1.11248 -0.14549 0.3 -0.1 -0.4
H -1.75544 1.80993 -1.45363 -0.2 -0.8 -1.0
H -1.55808 2.46770 -0.14657 0.5 -1.2 0.4


(3)
15
Properties=species:S:1:pos:R:3:forces:R:3 method="wB97M-V/def2-TZVPD" gap_ha=0.354 total_charge=0 e_lumo_ev=0.82 largest_force_ev_per_a=1.72
C -0.68528 0.60493 -0.61129 -0.6 -0.9 -0.5
C -0.55628 0.06271 0.85583 -1.2 0.4 0.7
C -0.50139 -1.34145 0.18262 0.1 -0.4 0.4
C 0.32675 -0.54971 -0.87835 0.1 0.0 0.0
C 1.46980 -0.07762 0.01168 0.0 -0.2 -0.2
C 0.92676 0.31657 1.14707 0.5 0.8 1.4
H -0.95002 2.49774 -0.67779 0.2 0.0 -0.1
H -1.68640 0.35489 -1.05845 0.7 0.3 0.4
H -1.34279 0.32058 1.62687 1.1 -0.3 -0.8
H 0.04083 -2.12540 0.75226 -0.4 0.5 -0.4
H -1.47652 -1.69174 -0.18424 0.3 0.0 0.1
H 0.58101 -0.93871 -1.86491 -0.1 0.1 0.1
H 1.38519 0.78472 2.05904 -0.6 -0.7 -1.2
O -0.26935 1.87963 -0.97057 -0.2 0.3 0.1
F 2.73769 -0.09715 -0.38978 0.0 0.0 0.0


(4)
21
Properties=species:S:1:pos:R:3:forces:R:3 method="wB97M-V/def2-TZVPD" gap_ha="0.257 / 0.132" total_charge=+2 e_lumo_ev="-9.04 / -12.44" spin_multiplicity=2 largest_force_ev_per_a=8.91
O 4.57493 -0.15020 -0.46080 1.3 0.2 -0.1
C 3.44626 0.18215 -0.08509 -6.2 -5.3 -3.5
O 3.23374 1.18192 0.65396 -1.4 1.7 1.5
O 2.39653 -0.59466 -0.50595 4.5 -0.2 -0.8
C 1.25099 -0.49096 0.17647 -3.6 2.0 3.8
C 0.78898 -1.58132 0.91930 1.7 0.7 -0.3
Ga 5.04780 1.31769 0.64621 4.4 1.7 0.8
H 0.16198 -1.49755 1.81153 -0.2 0.4 -0.7
H 1.52192 -2.39004 1.00698 -0.8 -0.9 -0.6
Li 1.52012 1.54340 1.38019 -0.9 -0.2 -0.2
C -0.45677 -1.08699 -0.40513 -0.2 0.2 -1.2
C -1.34643 0.06454 0.02643 -0.4 0.9 0.8
O -2.57997 -0.03537 -0.68428 1.3 -1.5 0.0
C -3.40671 0.99301 -0.59520 -0.6 2.1 -0.3
O -3.31970 1.90609 0.19010 0.3 -0.7 0.0
O -4.27065 0.92394 -1.59965 0.1 -0.6 0.1
H -1.03045 -2.02366 -0.37224 0.5 -0.3 0.5
H -0.24372 -1.03748 -1.48305 0.6 0.1 0.3
H -0.89397 1.04688 -0.16207 -0.1 -0.3 -0.3
H -1.52963 0.04488 1.10936 -0.1 -0.2 -0.1
H -4.86525 1.68373 -1.56705 -0.1 0.1 0.2


(5)
17
Properties=species:S:1:pos:R:3:forces:R:3 method="wB97M-V/def2-TZVPD" gap_ha=0.288 total_charge=0 e_lumo_ev=-0.44 largest_force_ev_per_a=0.99
C -0.61980 -0.41222 1.27275 0.2 -0.2 0.3
C -0.93334 1.04381 1.24282 0.0 0.3 0.2
C -0.20550 -0.95189 -0.07314 -0.7 -0.5 0.5
C -2.16902 1.48048 1.07850 -0.2 -0.1 0.0
C 1.50884 0.59675 -0.01574 0.1 0.3 0.1
C 1.22583 -0.93791 -1.99399 0.2 -0.3 -0.7
N 0.91056 -0.34786 -0.70371 0.6 0.3 -0.4
O -0.79609 -1.84652 -0.61508 0.1 0.1 0.0
I 3.21897 1.48533 -0.83935 0.1 -0.1 -0.2
I 0.95688 -0.88774 2.68164 -0.4 -0.1 0.1
H -1.48840 -0.99239 1.58889 0.2 0.0 -0.1
H -0.09589 1.72201 1.30538 0.0 0.0 0.1
H -3.00311 0.80033 0.99759 -0.1 -0.1 0.0
H -2.39845 2.52998 1.02134 0.0 0.2 0.0
H 1.98774 -0.35162 -2.49791 0.0 0.0 0.1
H 1.57982 -1.95996 -1.84977 0.0 0.1 0.0
H 0.32097 -0.97059 -2.60023 0.1 0.0 0.1


(6)
17
Properties=species:S:1:pos:R:3:forces:R:3 method="wB97M-V/def2-TZVPD" gap_ha=0.281 total_charge=0 smiles="O=CCC[C@H](I)C(O)=C=S" e_lumo_ev=-0.88 largest_force_ev_per_a=5.23
O 1.65427 2.86216 1.07305 -0.9 3.8 0.0
C 1.98721 1.76086 0.95183 -0.6 -5.2 0.2
C 1.00678 0.57099 0.68618 -3.0 2.3 0.4
C 0.39228 0.57111 -0.76321 0.5 2.0 1.3
C -1.03147 0.09900 -0.88077 -0.3 -1.2 -0.3
I -2.49716 1.45843 -0.06754 0.4 0.0 0.1
C -1.30645 -1.34769 -0.38287 0.1 1.6 0.1
O -2.58724 -1.59690 0.06489 -0.2 0.5 -2.4
C -0.42054 -2.30320 -0.27373 0.1 -0.1 -0.5
S 0.50166 -3.55365 -0.28190 0.2 0.0 0.1
H 2.97142 1.37369 1.18852 1.2 0.3 -0.1
H 0.09732 0.70135 1.49208 2.3 -0.5 -1.8
H 1.46975 -0.37585 0.70535 0.7 -1.0 1.1
H 0.46341 1.59632 -1.22488 -0.1 -1.0 0.4
H 1.05805 -0.08635 -1.28093 0.1 -0.5 -1.0
H -1.25711 0.15389 -1.93922 -0.3 -0.2 -0.2
H -2.50219 -1.88415 0.93314 -0.1 -0.9 2.6


(7)
21
Properties=species:S:1:pos:R:3:forces:R:3 method="wB97M-V/def2-TZVPD" gap_ha="0.240 / 0.218" total_charge=+2 e_lumo_ev="-10.12 / -12.71" spin_multiplicity=6 largest_force_ev_per_a=6.73
Ir 2.73611 -0.35796 1.09643 3.5 -1.9 1.3
O 1.31327 1.13008 1.18265 -0.5 0.7 1.0
O 0.82983 1.92040 -0.88428 2.2 -1.4 0.9
C -0.51035 2.28136 -0.51051 -1.3 0.5 0.5
C -1.49549 1.19489 -0.93121 -0.1 -0.1 -0.4
O 2.67508 0.78016 -0.49780 1.5 -0.2 -0.8
C 1.61201 1.28245 -0.04207 -4.2 4.1 -3.3
H -0.55822 2.47593 0.56659 0.0 0.0 -0.2
H -0.72548 3.20377 -1.05795 0.2 -0.2 0.1
H -1.39104 0.97475 -1.99928 -0.1 0.1 0.2
H -2.50972 1.57465 -0.74491 0.2 -0.1 0.0
Li 0.11689 -0.21610 2.08023 -1.2 0.2 0.5
O -1.48936 -0.05607 1.10893 0.8 -0.1 0.1
O -0.90769 -1.09392 -0.77923 0.8 -1.7 0.2
C -0.48334 -2.47617 0.02188 -0.7 1.4 -0.1
C 0.93125 -2.38956 0.36058 -1.1 -2.3 -3.4
O 1.35579 -1.59587 1.33120 0.1 0.3 2.6
C -1.31844 -0.06184 -0.11286 -0.2 0.2 0.6
H -1.15503 -2.53671 0.88521 0.0 0.1 -0.3
H -0.69243 -3.24226 -0.72749 0.1 0.3 0.1
H 1.66635 -2.79201 -0.34610 -0.1 0.1 0.5


(8)
20
Properties=species:S:1:pos:R:3:forces:R:3 method="wB97M-V/def2-TZVPD" gap_ha="0.199 / 0.199" total_charge=0 e_lumo_ev="-1.06 / -1.06" spin_multiplicity=2 largest_force_ev_per_a=11.28
O -3.89463 -0.92036 -0.27736 -0.3 0.1 0.4
C -2.73751 -0.88982 0.19375 -0.3 0.1 -0.5
O -2.48292 -0.73356 1.41244 0.0 0.0 0.9
O -1.72928 -0.98370 -0.70479 0.0 -0.3 -0.2
C -0.50726 -1.48394 -0.32526 -0.2 0.2 0.9
C 0.61503 -1.10613 -1.15538 1.2 2.5 -1.1
H -0.41988 -1.85343 0.69638 -0.1 0.2 -0.3
H 0.52031 -1.51457 -2.17297 0.0 0.1 0.2
H 1.55670 -1.47849 -0.73264 -0.3 0.1 -0.1
Li -4.46021 -0.68687 1.59596 0.6 -0.1 -0.7
C 0.81442 0.62348 -1.43330 -0.7 -2.4 0.7
C 1.81274 1.27368 -0.50483 0.5 0.3 0.2
O 1.34349 1.24820 0.83048 -1.0 -0.7 -0.4
C 2.21805 1.65535 1.88395 1.3 0.4 0.0
O 1.65510 1.36931 2.95297 9.4 4.6 0.6
H -0.18771 1.04764 -1.27506 0.3 0.0 -0.2
H 1.12495 0.75148 -2.47846 -0.1 -0.1 0.3
H 1.96914 2.32960 -0.77710 0.0 -0.3 -0.2
H 2.78444 0.75661 -0.55436 -0.2 0.2 0.0
K 0.00504 0.59550 2.82559 -10.2 -4.8 -0.5


(9)
19
Properties=species:S:1:pos:R:3:forces:R:3 method="wB97M-V/def2-TZVPD" gap_ha="0.276 / 0.245" total_charge=+1 e_lumo_ev="-3.71 / -5.04" spin_multiplicity=2 largest_force_ev_per_a=3.66
C 1.27873 -1.06582 0.10143 -2.2 1.7 -1.1
C 0.14629 -0.63503 -0.17793 1.8 -3.2 0.4
C -1.27901 -0.76675 -0.46899 -0.2 0.8 -0.1
C -2.15182 -0.45243 0.77795 -0.2 -0.5 0.1
O -3.47079 -0.67059 0.55128 0.0 -0.1 -0.5
Li -4.76405 -1.29759 -0.35479 0.4 0.2 0.5
H -1.50047 -1.79022 -0.81476 0.3 0.3 0.2
H -1.53899 -0.07504 -1.28896 -0.1 -0.2 0.2
H -1.94376 0.61016 1.06937 0.1 0.1 0.0
H -1.74388 -1.06292 1.61690 -0.2 0.3 -0.2
C 1.52445 1.92993 -1.03643 -2.2 0.4 -0.4
O 3.15717 0.32085 -0.19879 -1.0 -1.0 -0.2
C 2.65878 -0.71045 0.26796 0.7 2.2 0.9
O 3.34983 -1.35299 1.19339 0.3 -0.6 -0.2
H 2.16641 2.80376 -0.86551 0.3 -0.6 0.4
H 1.62217 1.39754 -1.99576 0.4 -0.2 0.7
H 2.88088 -2.14238 1.49897 0.0 0.0 0.0
O 0.42198 1.81764 -0.42737 1.8 0.9 -0.6
Mg -0.81390 3.14232 0.55204 0.1 -0.5 0.0


(10)
21
Properties=species:S:1:pos:R:3:forces:R:3 method="wB97M-V/def2-TZVPD" gap_ha="0.253 / 0.336" total_charge=0 e_lumo_ev="-0.49 / -0.49" spin_multiplicity=2 largest_force_ev_per_a=1.42
Na 3.18620 1.08001 0.18943 -0.5 0.2 -0.1
O 0.95986 1.54540 1.10167 0.2 -0.4 0.6
O -0.55051 2.23427 -0.43146 -0.1 0.1 -0.2
C -1.64063 1.75048 0.35524 0.1 0.0 0.3
C -2.13943 0.40974 -0.17318 -0.4 -0.1 -0.1
O 1.60128 2.38347 -0.85730 0.0 -0.2 0.2
C 0.72968 2.04244 -0.03631 0.2 0.2 -0.5
H -1.34236 1.67624 1.40762 -0.1 0.0 -0.2
H -2.43341 2.50152 0.25792 0.2 -0.2 0.0
H -2.34280 0.47695 -1.24859 0.1 0.0 0.3
H -3.08272 0.17809 0.34346 0.2 0.0 -0.1
Li 0.90241 -0.25859 1.68676 -0.3 0.0 -0.3
O -0.82862 -0.94523 1.29369 0.1 0.2 0.1
O -0.71718 -1.36597 -0.89428 -0.2 0.0 0.0
C 0.81783 -2.54913 -0.57593 1.3 0.3 0.3
C 1.97318 -1.69073 -0.50135 -1.1 -0.6 -0.1
O 2.28374 -0.99146 0.53023 0.1 -0.1 -0.2
C -1.17429 -0.72852 0.11377 0.7 -0.3 -0.1
H 0.51692 -3.03612 0.35536 -0.3 0.4 -0.4
H 0.72514 -3.14318 -1.48700 -0.2 0.4 0.3
H 2.55569 -1.56965 -1.42977 -0.1 0.1 0.2


(11)
14
Properties=species:S:1:pos:R:3:forces:R:3 method="wB97M-V/def2-TZVPD" gap_ha="0.294 / 0.278" total_charge=0 smiles="C=C[C@H]1CC=C=N1" e_lumo_ev="-0.37 / -0.69" largest_force_ev_per_a=0.67
C -1.32143 -0.78565 1.03393 0.1 0.1 0.0
C -0.73166 0.40032 1.16918 -0.2 -0.2 -0.1
C 0.43506 0.86285 0.35736 0.3 -0.1 0.1
C 1.22393 -0.27008 -0.43188 0.0 -0.2 0.2
C 0.32470 -0.41072 -1.67596 0.1 -0.1 0.3
C -0.17739 0.82703 -1.67034 -0.2 0.5 -0.5
N -0.01351 1.73948 -0.83673 -0.1 -0.2 -0.1
H -2.26305 -1.00246 1.52924 0.2 0.0 0.1
H -0.90872 -1.57220 0.40845 -0.1 0.1 0.1
H -1.16689 1.14225 1.83805 0.0 -0.1 -0.2
H 1.09792 1.51407 0.93506 -0.1 -0.2 0.0
H 2.24098 0.08303 -0.64488 -0.2 0.0 0.0
H 1.30159 -1.21153 0.12301 0.0 0.1 -0.1
H -0.04154 -1.31640 -2.13449 0.0 0.2 0.0